Record 1
Entry from the Open Molecules 2025 dataset: one molecule with the formula C6H9NO3 in a non-equilibrium geometry (ωB97M-V with the def2-TZVPD basis set).

The geometry in XYZ format:
```
19
Properties=species:S:1:pos:R:3:forces:R:3
C 0.120028 -0.717379 -0.057806 -2.5472 0.8318 -0.3635
C -0.840829 0.252551 0.060416 2.3472 0.4891 -0.2075
C 1.485899 -0.204710 -0.235968 1.3076 -0.1825 -1.8118
C -0.534638 1.787135 -0.142738 -2.2383 -1.8508 0.8949
C 1.706181 1.146614 0.386570 0.6619 -0.6421 2.4028
C -0.180746 -2.188880 -0.162644 2.0940 -0.6112 0.9961
N -2.230555 0.003059 0.197951 -1.1450 0.0019 -1.4017
O -2.656875 -1.148684 0.204019 0.1204 0.4918 0.5852
O -2.951653 1.001508 0.121297 0.0860 -0.7687 0.4811
O 0.806999 2.090852 -0.124346 1.4164 0.8906 -0.3045
H 2.212731 -0.937143 0.131573 -0.0138 0.1332 0.0076
H 1.664062 -0.098431 -1.340715 -0.0280 -0.3281 0.6583
H -0.932573 2.017763 -1.158926 0.0988 0.2214 0.8523
H -1.177377 2.275438 0.670706 1.2337 -0.0126 -1.1972
H 1.409971 0.888534 1.489120 1.0008 1.1319 -1.2481
H 2.834982 1.513682 0.290713 -2.7326 -0.5672 0.2086
H -1.071358 -2.379337 -0.747242 0.2794 -0.2037 -0.4379
H -0.459202 -2.522208 0.850825 0.0802 -0.0996 -0.2420
H 0.794949 -2.780366 -0.432801 -2.0213 1.0748 0.1271
```
Forces are in eV/Å.

Properties
gap between HOMO and LUMO: 9.258 eV
SMILES: CC1=C([N+](=O)[O-])COCC1
largest force on an atom: 0.059 Eh/bohr
HOMO: -9.70 eV
energy relative to the best compared isomer or geometry (same formula, charge and spin): 4.548 eV

Record 2
Entry from the Open Molecules 2025 dataset: one molecule with the formula C30H33F18N3OS in a non-equilibrium geometry (ωB97M-V with the def2-TZVPD basis set).

The geometry in XYZ format:
```
86
Properties=species:S:1:pos:R:3:forces:R:3
C 5.585664 -0.809637 -1.110937 1.1336 0.3312 0.3472
C 5.565051 0.820352 -0.839648 -0.6534 -0.0207 0.9877
C 5.692295 0.993759 0.815824 -0.5320 -0.3323 -0.4400
C 4.099545 1.516532 -1.227674 1.4665 -0.3588 -0.5702
C 3.770142 1.456101 -2.845407 0.3072 0.9020 0.1782
C 4.984959 2.264782 -3.657371 0.3035 -0.5605 0.1914
C 2.289721 2.188317 -3.104380 1.5311 -1.1212 -1.1353
O 1.721425 2.616823 -1.816730 -3.6729 -1.7806 -1.0235
C 0.316880 2.117115 -1.660796 -2.4960 1.5723 0.2375
C -0.855909 3.262139 -1.645619 -0.1182 -4.4947 0.5185
C -2.456003 2.817633 -1.446627 2.3610 -3.6179 -0.4892
C -3.535001 4.050503 -1.398529 0.8980 0.8839 0.5912
C -3.910161 4.421529 0.188688 0.9256 -1.0934 0.0230
F -4.729566 3.877393 -2.256370 2.3860 -0.0028 1.9216
C -2.790548 1.215516 -1.319442 1.8886 1.9506 -0.6186
C -4.372057 0.697093 -1.152440 0.4952 1.0228 -0.4303
C -4.788037 0.974756 0.406245 -0.2996 0.5256 -0.3786
C -5.047540 -0.363875 1.315472 -1.7818 -0.2202 -0.5706
F -6.548052 -0.474662 1.460400 4.1777 0.0605 -0.4073
F -4.613808 -1.638949 0.700023 -1.1278 3.8413 2.0900
C -4.503045 -0.170245 2.886864 -3.4621 -0.1421 0.1809
F -4.790621 1.242826 3.221313 1.3563 -4.2089 -0.7329
F -5.467296 -0.990468 3.712073 3.7104 2.5348 -2.0955
C -2.943217 -0.635652 3.061085 0.0086 -2.7382 -1.6482
F -2.237170 -0.269179 1.814201 -1.8604 -0.7837 4.1230
F -2.972013 -2.147953 3.075946 0.0248 4.9006 -0.1176
C -2.212231 -0.194282 4.452042 -1.9661 -2.0379 2.7387
F -3.329491 0.032441 5.448993 3.4961 -0.5907 -3.3562
F -1.519803 -1.415574 4.992688 -1.5153 4.4720 -1.8138
C -1.342638 1.162669 4.442511 -1.0921 3.3178 1.3677
F -2.070643 2.241450 3.673081 2.1582 -3.8423 2.2479
F -1.316140 1.684257 5.860872 0.2435 -1.9697 -4.7757
C 0.171130 1.137481 3.859337 1.8749 3.7093 -1.0982
F 0.739286 2.496182 4.225093 -2.0854 -4.2790 -1.0296
F 0.260912 1.149509 2.349280 -0.5532 -0.6747 5.2359
C 1.213221 0.075861 4.542088 2.9657 1.2404 2.0438
F 0.940634 -0.187970 6.005144 0.4207 0.9312 -5.2964
F 2.552118 0.781187 4.553787 -4.3920 -2.3961 -0.1042
C 1.464132 -1.314214 3.725525 1.4882 -3.7669 0.1165
F 2.804337 -1.276229 3.038765 -5.2544 -0.1568 2.1527
F 0.396072 -1.736641 2.801208 3.8146 1.8615 3.0908
F 1.569019 -2.402514 4.768558 -0.3617 3.6682 -3.7893
C -1.572976 0.075298 -1.335943 0.4154 0.2562 -0.1145
N -1.999320 -1.359416 -1.204285 6.2871 0.4397 -0.5560
C -0.856166 -2.333508 -1.235056 -0.6456 2.7802 0.5238
C -1.152942 -3.975777 -1.143084 0.1954 0.7722 -0.1277
C -1.003367 -4.525962 -2.700042 0.5373 0.0426 -0.2179
C 0.008309 -5.806498 -2.862222 0.0538 -0.0067 -1.7033
N -0.221076 -6.932075 -1.875523 0.0134 1.7863 0.0023
C 0.685901 -1.828844 -1.348499 -0.1346 2.5392 -0.4777
S 2.020323 -3.196776 -1.346693 -0.5443 1.9546 -0.5231
N 1.195226 -0.420809 -1.475587 -7.0354 -3.1423 0.4850
C -0.004802 0.485037 -1.485042 -0.3612 1.7306 -0.0385
H 4.540558 -1.286051 -0.883780 1.9310 0.9959 -0.5385
H 6.004523 -1.100066 -2.175452 -1.1583 0.5911 2.0208
H 6.357966 -1.261701 -0.326108 -1.6521 0.8196 -1.7256
H 6.471510 1.376809 -1.360248 -1.9718 -1.2867 0.9924
H 4.912577 1.789820 1.185334 1.6977 -1.3668 -0.6480
H 6.786239 1.291817 1.154623 -2.3639 -0.7828 -0.6167
H 5.338588 -0.046452 1.273044 0.9994 2.2924 -0.6987
H 3.306957 0.965757 -0.562125 1.3617 1.2665 -1.4584
H 4.202571 2.662737 -0.953919 -0.4625 -2.3863 -0.3881
H 3.722718 0.373450 -3.288729 0.0920 1.9292 1.1147
H 4.752447 2.398239 -4.799908 0.2550 -0.1988 2.2327
H 5.196366 3.311632 -3.168293 -0.5540 -1.9778 -0.9614
H 6.004570 1.647315 -3.603657 -2.2911 1.2812 -0.0515
H 2.481807 3.099038 -3.844759 -0.7690 -1.6971 1.7710
H 1.617356 1.378428 -3.616264 1.0535 1.7882 0.9579
H -0.602532 4.400394 -1.743962 -0.3168 -2.5480 0.1658
H -2.980203 5.027739 -1.801783 -1.2269 -2.3923 0.5519
H -4.942935 3.986029 0.527648 1.8708 1.1287 -0.8365
H -3.088947 3.850147 0.839776 -1.7463 1.3076 -1.3720
H -3.760024 5.562630 0.402182 -0.6865 -2.2367 -0.5448
H -5.090020 1.382488 -1.815909 1.9036 -1.3792 1.4230
H -4.538380 -0.396118 -1.532863 0.6558 2.0569 1.0504
H -3.964487 1.711109 0.846660 -1.7772 -2.0282 -0.5950
H -5.801741 1.604091 0.399740 2.1354 -1.6926 0.2931
H -0.376385 -4.515153 -0.414858 -1.4824 1.4155 -1.7080
H -2.218457 -4.209806 -0.670256 2.2504 0.9230 -1.2021
H -0.572661 -3.643900 -3.368523 -0.9815 -1.8793 1.3675
H -2.045943 -4.824522 -3.141096 1.8978 0.6331 0.9759
H -0.206409 -6.264612 -3.942746 0.4299 1.1268 2.1701
H 1.147347 -5.474475 -2.895834 -2.5410 -0.6667 0.3606
H 0.502504 -6.848143 -1.128187 -1.2945 -0.1122 -0.5562
H -1.194079 -6.792616 -1.502308 1.5649 -0.4103 -0.0809
H 3.151937 -2.602887 -1.990600 -1.8158 -0.2023 0.8190
```
Forces are in eV/Å.

Properties
gap between HOMO and LUMO: 6.898 eV
SMILES: CC(C)C[C@H](C)COc1cc([C@H](C)F)c(CCC(F)(F)C(F)(F)C(F)(F)C(F)(F)C(F)(F)C(F)(F)C(F)(F)C(F)(F)F)c2nc(CCCN)c(S)nc12
largest force on an atom: 0.150 Eh/bohr
HOMO: -8.43 eV

Record 3
Entry from the Open Molecules 2025 dataset: one molecule with the formula C4H7NO3 in a non-equilibrium geometry (ωB97M-V with the def2-TZVPD basis set).

The geometry in XYZ format:
```
15
Properties=species:S:1:pos:R:3:forces:R:3
C 1.221690 0.588498 0.058664 0.2641 0.0078 1.6210
C -1.199495 0.692388 -0.220180 -1.4003 -0.6570 2.7223
C -0.106880 0.034861 0.558814 -0.2347 0.4392 1.5974
C 2.129938 -0.631970 -0.296475 0.1558 0.9318 -0.8327
N 3.538302 -0.229814 -0.107177 1.6636 1.2414 1.8824
O 1.508319 1.766227 -0.068808 -0.3666 -2.2645 0.0023
O 3.848083 -0.321922 1.090936 -0.0414 -0.2698 -1.0957
O 4.272449 0.296792 -0.934141 -1.5415 -1.0250 0.1104
H -1.126076 0.640238 -1.221233 0.4702 -0.4426 -3.6051
H -1.119726 1.697404 0.052838 -0.2797 1.7996 0.1657
H -2.191081 0.332877 0.060630 0.0740 -0.0020 0.0982
H -0.284308 0.409790 1.627054 0.7180 -0.6432 -1.1970
H -0.147814 -1.071023 0.611286 0.1863 0.6521 -0.3122
H 1.989714 -1.593801 0.299740 -0.1210 1.5774 -1.1845
H 1.868931 -0.552678 -1.367160 0.4533 -1.3452 0.0275
```
Forces are in eV/Å.

Properties
gap between HOMO and LUMO: 10.479 eV
SMILES: CCC(=O)C[N+](=O)[O-]
largest force on an atom: 0.071 Eh/bohr
HOMO: -10.46 eV
energy relative to the best compared isomer or geometry (same formula, charge and spin): 5.209 eV

Record 4
Entry from the Open Molecules 2025 dataset: C15H13N5O8P2Pt as an isolated structure in a non-equilibrium geometry (ωB97M-V with the def2-TZVPD basis set).

The geometry in XYZ format:
```
44
Properties=species:S:1:pos:R:3:forces:R:3
Pt 6.886381 9.885757 10.211724 -0.6426 -0.3070 -0.2771
N 5.573624 6.808701 13.332830 -2.0068 -1.8860 4.3998
C 5.840230 7.357230 12.222484 0.4444 2.0469 -1.1091
N 6.074445 8.656067 12.155696 -0.6215 0.8877 0.4390
C 5.946557 9.398560 13.293184 1.4510 -1.8216 -1.8877
N 6.170642 10.734305 13.198446 -0.6638 0.5930 1.4479
N 6.206869 11.140072 12.003836 0.2877 -0.0026 -1.7223
C 6.180083 12.441074 11.755261 0.2854 0.8704 3.3377
C 6.191713 12.883730 10.466684 -0.3056 -0.8135 -2.1198
C 5.966488 14.266816 10.172185 0.6034 -1.2406 3.4098
C 5.804790 14.634905 8.945365 -0.8430 -1.2964 -7.6739
C 5.851260 13.578471 7.844756 -0.1022 2.1209 3.7261
C 6.089366 12.246208 8.224459 0.4619 -0.2267 -0.1157
N 6.265693 11.844638 9.474670 0.1466 3.2277 1.0562
C 5.736308 8.815478 14.553182 0.0120 0.2307 0.3201
C 5.799333 9.586348 15.714981 -0.0740 -0.0126 -1.2304
C 5.494859 8.963482 16.868720 -0.0790 2.7204 0.9949
C 5.165624 7.637426 16.905628 -0.2459 -1.0862 -0.5513
C 5.038042 6.793908 15.789270 0.6182 2.8213 0.6290
C 5.395028 7.456239 14.617582 0.7413 -0.9136 -2.3312
H 5.348344 5.824141 13.343664 0.0496 -0.2673 -0.1552
H 5.824605 6.758199 11.345293 0.2623 -0.3475 -0.7077
H 6.131604 13.142848 12.650289 0.0054 -0.8664 -1.3014
H 5.878548 15.081251 10.892207 0.1648 -0.8115 0.6023
H 5.541786 15.643535 8.624928 0.2932 -0.2129 0.2488
H 5.674344 13.872365 6.834982 0.0090 -0.0634 -0.5316
H 6.164174 11.447330 7.511356 -0.1062 0.0520 -0.4756
H 6.066932 10.615432 15.598906 -0.0690 0.4293 0.3261
H 5.368748 9.661385 17.726588 0.4671 -1.2337 -0.1761
H 5.044692 7.343380 17.901670 -0.7687 -1.3408 1.1253
H 4.547238 5.872770 15.895962 0.0215 -1.4136 -0.1989
O 9.293261 7.992918 6.746679 -0.1682 0.1077 -0.2395
P 8.239250 8.541337 7.745347 1.2978 0.4272 0.8012
O 8.610834 7.583571 9.066936 -0.1268 0.0652 -0.7212
O 8.389447 9.944618 8.243913 -0.7372 -0.7280 -0.3579
O 6.886627 8.106447 7.170860 -0.1408 0.2211 -0.4403
P 5.331283 8.700342 7.490941 -0.6132 -0.5081 -0.2013
O 4.576798 7.371234 6.979156 0.7017 1.4231 1.5512
O 5.045420 10.002938 6.855693 0.4007 -1.3277 -0.3338
O 5.335972 8.663608 8.998489 0.4287 0.1233 1.4822
H 8.944465 7.608932 5.918640 0.2201 0.1870 0.3716
H 4.348640 7.428841 6.064742 -0.5072 0.0078 -1.2330
O 8.450511 7.464724 11.287615 0.4947 -0.2129 0.5674
C 8.348622 8.053889 10.278082 -1.0468 0.3781 -0.7444
```
Forces are in eV/Å.

Properties
gap between HOMO and LUMO (alpha / beta): 6.408 / 6.167 eV
multiplicity: 5
charge: +2
largest force on an atom: 0.152 Eh/bohr
HOMO (alpha / beta): -14.51 / -15.72 eV
energy relative to the best compared isomer or geometry (same formula, charge and spin): 2.130 eV